Entry from OMol25: a gas-phase ion, C3H5O5S (charge -1) at a distorted geometry (the ωB97M-V functional and the def2-TZVPD basis).

Element x y z (Å)
C (1.43040, 0.32388, 1.22283)
O (0.06925, 0.05055, 0.95182)
C (-0.33800, -0.04098, -0.29723)
O (0.36257, -0.14323, -1.29235)
S (-2.37838, -0.15624, -0.50885)
O (-2.44477, -1.43942, 0.17792)
O (-4.28759, 0.09464, -0.66058)
C (-2.42691, 1.04592, 0.86255)
O (-2.13916, 2.17178, 0.91003)
H (2.07409, -0.56787, 1.56630)
H (1.70500, 0.99203, 2.06973)
H (2.05764, 0.57559, 0.33322)
H (-4.39440, 0.05006, -1.63489)
H (-2.93573, 0.39347, 1.57733)

Net charge: -1
ΔE to the lowest compared entry with this formula, charge and spin in kcal/mol: 99.7
Highest occupied orbital energy in eV: -3.5
Structure (SMILES): COC(=O)[S@@](=O)(O)=C[O-]

***

Entry from OMol25: a single C4H9NO molecule at a distorted geometry (the ωB97M-V functional and the def2-TZVPD basis).

Element x y z (Å)
C (0.07106, 0.93390, 1.46990)
C (0.24588, -0.00760, 0.22687)
C (-0.01451, 0.71290, -1.01286)
N (-0.85139, -1.09457, 0.32509)
C (-0.41757, -2.38837, -0.31483)
O (-0.29569, -2.22634, 1.02942)
H (-0.99152, 1.08851, 1.19257)
H (0.25301, 0.28496, 2.33969)
H (0.67268, 1.91370, 1.50717)
H (1.17591, -0.55896, 0.37323)
H (-0.03437, -0.12851, -1.94697)
H (0.65432, 1.54043, -1.44264)
H (-1.00299, 1.22203, -0.80056)
H (-1.31821, -2.91555, -0.62655)
H (0.51624, -2.37608, -0.86930)

ΔE to the lowest compared entry with this formula, charge and spin in kcal/mol: 109.1
Highest occupied orbital energy in eV: -9.6
Structure (SMILES): CC(C)N1CO1

***

Entry from OMol25: a molecular structure, C18H23AgF5N3O2S2 (the ωB97M-V functional and the def2-TZVPD basis).

Element x y z (Å)
Ag (-0.68663, 0.06699, 1.17103)
O (0.67617, -2.72425, 1.74100)
C (0.34947, -3.79620, 0.87809)
C (-1.12833, -4.11950, 0.99948)
C (-2.03595, -2.91855, 0.69769)
C (-1.71802, -2.28779, -0.62803)
C (-2.05154, -2.93077, -1.81624)
C (-1.72069, -2.35589, -3.02878)
C (-1.06518, -1.13359, -3.03571)
C (-0.77796, -0.54766, -1.82070)
N (-1.08691, -1.10496, -0.64260)
H (1.36486, -2.18352, 1.29824)
H (0.93504, -4.68769, 1.13295)
H (0.59375, -3.53613, -0.15871)
H (-1.33939, -4.46835, 2.01254)
H (-1.35796, -4.94549, 0.31945)
H (-1.92919, -2.17149, 1.48501)
H (-3.07658, -3.24924, 0.69807)
H (-2.57148, -3.87897, -1.77341)
H (-1.97686, -2.84908, -3.95759)
H (-0.78928, -0.62853, -3.95085)
H (-0.27923, 0.40988, -1.77450)
F (-0.34410, 0.64112, 4.05947)
C (-0.81037, 1.27918, 2.91646)
F (-0.09903, 2.48201, 2.88352)
C (-2.23151, 1.71605, 3.27158)
F (-3.03744, 0.65138, 3.41649)
F (-2.31130, 2.43373, 4.40256)
F (-2.74166, 2.47880, 2.28227)
N (-1.28113, 4.57271, -4.00036)
C (-0.68134, 3.37647, -3.94907)
S (-0.67910, 2.31814, -5.20930)
C (-0.03482, 3.06082, -2.64346)
C (1.18021, 2.38992, -2.59717)
C (1.71825, 2.07692, -1.35944)
N (1.13451, 2.38308, -0.19978)
C (-0.02586, 3.03536, -0.25087)
C (-0.64685, 3.39337, -1.44013)
H (-1.74622, 4.84774, -4.84918)
H (-1.17485, 5.24242, -3.25746)
H (1.67787, 2.10259, -3.51280)
H (2.65127, 1.53070, -1.29345)
H (-0.48470, 3.27326, 0.70105)
H (-1.61114, 3.88453, -1.41271)
C (2.57374, 0.75279, 2.61384)
S (3.52455, 0.03896, 1.28465)
C (4.25601, -1.30956, 2.21361)
O (2.53275, -0.60430, 0.34796)
H (3.25588, 1.14438, 3.36865)
H (1.91299, -0.00378, 3.03814)
H (1.99001, 1.56060, 2.17639)
H (4.89912, -0.89348, 2.98849)
H (4.84816, -1.90117, 1.51842)
H (3.45801, -1.91393, 2.64519)

ΔE to the lowest compared entry with this formula, charge and spin in kcal/mol: 0.0
Highest occupied orbital energy in eV: -8.3

***

Entry from OMol25: a single C4H6O2 molecule at a distorted geometry (the ωB97M-V functional and the def2-TZVPD basis).

Element x y z (Å)
O (-2.05643, 1.61001, -0.06621)
C (-1.11668, 0.86575, 0.01815)
C (-0.97551, -0.65067, 0.22948)
C (0.52633, -0.53972, -0.09711)
O (1.43255, -1.17856, 0.73274)
C (0.38001, 1.00529, -0.18859)
H (-1.11568, -0.89868, 1.28537)
H (-1.56654, -1.31290, -0.40650)
H (0.69479, -0.86183, -1.16264)
H (2.25075, -0.66765, 0.72113)
H (0.53581, 0.81340, -1.25927)
H (1.01060, 1.81555, 0.19345)

ΔE to the lowest compared entry with this formula, charge and spin in kcal/mol: 51.6
Highest occupied orbital energy in eV: -9.7
Structure (SMILES): O=C1CC(O)C1

***

Entry from OMol25: 10 unconnected molecules or ions with the total composition C34H40F9NO30S (the ωB97M-V functional and the def2-TZVPD basis).

Element x y z (Å)
N (4.82890, -2.80050, -1.91279)
C (4.77080, -1.94683, -3.10302)
C (3.55284, -1.02974, -3.15470)
C (2.26243, -1.76275, -3.50752)
C (1.00352, -0.90323, -3.30453)
C (-0.07598, -1.55646, -2.44142)
O (-0.51814, -0.62796, -1.39869)
C (-1.45044, 0.16160, -1.95524)
O (-1.83116, 1.20436, -1.52967)
O (-1.93978, -0.40818, -3.08828)
C (-1.43075, -1.76081, -3.11079)
S (-1.46674, -2.46103, -4.75960)
H (4.42763, -3.71163, -2.09538)
H (4.27969, -2.40269, -1.15834)
H (5.68227, -1.34503, -3.15218)
H (4.76991, -2.59251, -3.98688)
H (3.72513, -0.22006, -3.87183)
H (3.43696, -0.55381, -2.17177)
H (2.19625, -2.66557, -2.89042)
H (2.32018, -2.10461, -4.54354)
H (1.27975, 0.03466, -2.81638)
H (0.57362, -0.64295, -4.27464)
H (0.26894, -2.46891, -1.96041)
H (-2.06628, -2.34931, -2.44670)
H (-1.95408, -3.63878, -4.35218)
O (4.53651, -4.32583, 0.78898)
C (5.28660, -3.55694, 1.28880)
O (6.38558, -3.88721, 1.99806)
C (7.13071, -2.69505, 2.27637)
C (6.06047, -1.62682, 2.16499)
F (6.52900, -0.46669, 1.64857)
O (5.14462, -2.20240, 1.25342)
H (7.89848, -2.55887, 1.51397)
H (7.59071, -2.77715, 3.25584)
H (5.54071, -1.40037, 3.09782)
O (8.68238, 3.52934, 2.73304)
C (7.63272, 3.59497, 2.19273)
O (6.45858, 3.15981, 2.70766)
C (5.39922, 3.55585, 1.83886)
C (6.12721, 3.76623, 0.52382)
F (5.60600, 4.78696, -0.19792)
O (7.42912, 4.10745, 0.94448)
H (4.97277, 4.49871, 2.18549)
H (4.63666, 2.78384, 1.80885)
H (6.18034, 2.88314, -0.11607)
O (-6.22680, -1.81823, -9.81916)
C (-5.35360, -1.37089, -9.16047)
O (-4.56758, -2.08152, -8.31464)
C (-3.52543, -1.23289, -7.83547)
C (-4.11540, 0.14933, -8.04605)
F (-3.17723, 1.06143, -8.39483)
O (-4.99713, -0.05406, -9.12654)
H (-2.63867, -1.35356, -8.46117)
H (-3.29540, -1.47369, -6.80197)
H (-4.67816, 0.54323, -7.19706)
O (9.53484, -4.82550, 1.57538)
C (8.88976, -5.75651, 1.92368)
O (8.60625, -6.06932, 3.20947)
C (7.64598, -7.12708, 3.21752)
C (7.84736, -7.75174, 1.84870)
F (6.69128, -8.20311, 1.31216)
O (8.32501, -6.66420, 1.08554)
H (6.64107, -6.70706, 3.28681)
H (7.84058, -7.79706, 4.04894)
H (8.58207, -8.55850, 1.81613)
O (-4.28518, 6.10057, 1.94128)
C (-3.49156, 5.31352, 1.54577)
O (-3.80014, 4.12315, 0.98726)
C (-2.59637, 3.50828, 0.52053)
C (-1.54822, 4.20302, 1.36685)
F (-0.37688, 4.38738, 0.71319)
O (-2.14368, 5.46117, 1.62267)
H (-2.44836, 3.73153, -0.53671)
H (-2.64446, 2.43451, 0.66667)
H (-1.34358, 3.71416, 2.31901)
O (1.81115, 3.05626, 6.42926)
C (0.66267, 3.32028, 6.32930)
O (-0.05850, 4.05270, 7.20519)
C (-1.35278, 4.29872, 6.64946)
C (-1.48059, 3.17258, 5.64138)
F (-2.14492, 3.55285, 4.52023)
O (-0.13854, 2.90632, 5.30102)
H (-1.35239, 5.26083, 6.13455)
H (-2.10427, 4.28721, 7.43187)
H (-1.94407, 2.26124, 6.02211)
O (-4.01076, -5.12194, -0.63405)
C (-3.62189, -4.30745, 0.13076)
O (-2.78802, -3.28358, -0.19179)
C (-2.68889, -2.40615, 0.93367)
C (-3.07022, -3.32114, 2.08231)
F (-3.75587, -2.67384, 3.04956)
O (-3.92092, -4.26021, 1.45300)
H (-3.42512, -1.60547, 0.83690)
H (-1.68736, -1.99145, 0.99865)
H (-2.23659, -3.85377, 2.54354)
O (-6.55725, 3.84853, 5.55509)
C (-7.10191, 4.31583, 4.61026)
O (-7.80266, 3.61131, 3.69206)
C (-8.43814, 4.52897, 2.79856)
C (-7.58477, 5.77325, 2.96233)
F (-8.30687, 6.91450, 2.87157)
O (-7.10136, 5.63372, 4.28722)
H (-9.45647, 4.72573, 3.13853)
H (-8.44354, 4.12132, 1.79242)
H (-6.73071, 5.83377, 2.28587)
O (-7.48448, 2.98146, -1.51935)
C (-6.74981, 2.07335, -1.70308)
O (-5.77341, 2.02762, -2.63925)
C (-4.99135, 0.85078, -2.42299)
C (-5.95211, -0.03335, -1.65368)
F (-5.30647, -0.79424, -0.72588)
O (-6.77415, 0.90173, -0.99855)
H (-4.13018, 1.09429, -1.80102)
H (-4.65763, 0.43874, -3.37017)
H (-6.57310, -0.69386, -2.26124)

Highest occupied orbital energy in eV: -9.6
Structure (SMILES): NCCCC[C@H]1OC(=O)O[C@H]1S.O=C1OC[C@@H](F)O1.O=C1OC[C@@H](F)O1.O=C1OC[C@@H](F)O1.O=C1OC[C@@H](F)O1.O=C1OC[C@@H](F)O1.O=C1OC[C@@H](F)O1.O=C1OC[C@@H](F)O1.O=C1OC[C@@H](F)O1.O=C1OC[C@@H](F)O1

***

Entry from OMol25: a single C4H5NO2 molecule at a distorted geometry (the ωB97M-V functional and the def2-TZVPD basis).

Element x y z (Å)
O (2.12686, 1.21027, 0.87683)
C (0.97935, 0.42382, 1.05079)
C (0.11186, 0.11751, -0.17955)
C (-1.06592, -0.65761, 0.00628)
C (-1.47205, -0.94618, -1.24422)
O (-0.65290, -0.32185, -2.14001)
N (0.34165, 0.32758, -1.45979)
H (1.88420, 1.99204, 0.36719)
H (1.33953, -0.53462, 1.46736)
H (0.31572, 0.83964, 1.83625)
H (-1.59710, -0.84991, 0.92613)
H (-2.31121, -1.60068, -1.50726)

ΔE to the lowest compared entry with this formula, charge and spin in kcal/mol: 54.9
Highest occupied orbital energy in eV: -10.2
Structure (SMILES): OCc1ccon1

***

Question: Which value of highest occupied orbital energy does entry 1 give?
Answer: -3.5 eV

***

Question: Which of these has the lowest highest occupied orbital energy?
Answer: C4H5NO2

***

Question: Look up the highest occupied orbital energy of the sixth one.
Answer: -10.2 eV

***

Question: Which value of highest occupied orbital energy does entry 1 give?
Answer: -3.5 eV